An isolated molecule of C22H32N6O6, computed with ωB97M-V with the def2-TZVPD basis set.

```
66
C22H32N6O6, DFT ωB97M-V with the def2-TZVPD basis set
C 1.982 2.493 2.306
H 1.951 1.302 4.752
O 1.869 3.260 1.371
O -0.729 -3.906 -1.097
H -1.950 -5.291 -2.321
H 3.179 2.399 5.407
C -3.514 -6.254 -9.221
N -3.000 -4.404 -5.408
C 1.868 5.127 4.257
C 1.061 0.465 1.194
H -3.944 -4.148 -9.518
H -5.124 -5.018 -8.488
O 1.727 4.553 7.801
O 2.333 6.375 6.601
C 1.872 5.112 6.739
O -4.609 -5.738 -6.268
C 2.677 7.044 7.813
H -3.589 -5.927 -4.132
N -1.370 -3.533 -3.225
N 1.632 1.168 2.261
H 4.089 5.601 8.548
H -0.978 -4.066 -5.866
C -0.091 -1.066 -0.844
O -3.352 -4.420 -7.620
H 2.625 8.107 7.569
C -1.640 -2.671 -4.358
H -1.121 -5.517 -3.872
H 0.968 5.109 3.632
H -3.912 -4.294 -3.522
C 0.966 -0.920 1.305
H -2.522 -2.040 -4.173
H 1.949 0.574 3.012
C -3.725 -4.930 -6.422
C -3.185 -4.914 -4.062
C -4.066 -4.916 -8.751
H -0.776 -2.026 -4.554
C -1.887 -3.505 -5.614
H 1.344 -1.413 2.190
H -2.119 -2.844 -6.452
C 1.161 3.166 5.491
H 0.997 2.818 6.512
C 2.264 2.344 4.805
C 0.000 0.320 -0.952
H 0.636 2.151 -0.053
H 3.142 4.648 2.573
C 0.565 1.082 0.050
H 0.231 3.079 4.917
N 2.556 2.894 3.498
H -2.451 -6.169 -9.437
H 4.323 7.237 9.177
N 1.548 4.556 5.546
H 1.934 6.800 8.579
C 2.960 4.287 3.585
H 0.331 -2.751 0.403
H -0.949 -1.178 -2.676
H -0.376 0.813 -1.838
H 3.883 4.338 4.169
H 2.197 6.156 4.387
C 0.400 -1.682 0.303
C -1.850 -4.898 -3.334
N -0.662 -1.767 -1.910
C 4.069 6.658 8.294
C -0.907 -3.114 -2.002
H -3.661 -7.004 -8.448
H -4.036 -6.568 -10.121
H 4.804 6.853 7.516
```

Results
**Energy relative to the best compared isomer or geometry (same formula, charge and spin)**: 1.5 kcal/mol
**Gap between HOMO and LUMO**: 8.230 eV
**SMILES string**: CCOC(=O)N1CCN(C(=O)Nc2ccc(NC(=O)N3CCN(C(=O)OCC)CC3)cc2)CC1
**E_HOMO**: -7.737 eV